Density functional theory data (ωB97M-V/def2-TZVPD) for a molecular structure, C22H49N2OsP3SSe at a distorted geometry.

XYZ file:
```
79
Properties=species:S:1:pos:R:3
H -2.3900 2.3213 -1.9231
H -4.0551 -0.4861 -1.8130
H 1.1548 -0.5534 6.1080
H 0.8683 2.8256 -4.9603
H 2.8911 -1.3066 3.2513
S -0.0653 -1.7184 1.6630
H 2.0809 0.4912 4.9356
H -2.2688 -2.0721 2.3330
H -2.7521 -1.6730 -1.7118
H -3.8799 2.1191 -0.9450
H 1.8102 2.6887 2.8296
H 1.1373 3.7098 -0.0860
C 0.1051 0.8775 -4.6958
H 1.9253 -1.0473 -2.8941
Se -0.1206 1.8905 -3.0046
P -2.2619 0.3448 -0.4422
H 1.9000 0.8954 2.8779
H 0.3946 -1.8501 -6.6082
C -0.1581 -0.4197 -5.1397
C 1.0922 1.5216 -6.7542
H 1.8818 -2.4468 -1.8213
C 0.3818 -0.7994 -6.3705
H 0.9770 0.0471 -8.3089
Os -0.0424 -0.0764 -0.1314
P 0.2558 1.7186 1.1719
C 3.2398 1.0270 -1.1607
C 1.8068 1.7718 2.2095
C -2.9703 -0.6076 -1.8151
H -0.9296 -1.0188 5.9908
H 2.8967 1.4742 -2.0988
H -0.7904 -1.1173 -4.5730
H 3.4464 -1.7151 -2.2239
H -2.5793 -2.7360 3.9341
H 0.4832 4.1617 1.4869
H 3.2651 1.7897 -0.3802
H -4.3963 0.7260 0.5950
H 2.6973 1.8053 1.5656
H 2.7828 -1.9803 1.0625
C 0.3169 3.5062 0.6177
H -3.2086 0.2980 1.8260
C -3.5440 0.0681 0.8114
C -2.7786 2.0614 -0.9238
H 0.3305 0.7081 5.0527
H -0.1369 -3.6417 -3.6513
H 0.2667 -3.0452 -1.3220
C -0.1716 -1.0985 3.2992
C 2.1184 -1.8733 3.7682
C -2.4817 -1.7953 3.3739
H 4.1990 -1.3738 0.2034
H -0.8514 -1.6457 -1.3335
H -3.4362 -1.2568 3.4213
C -1.6369 -0.5424 5.2997
C 0.8309 0.2046 -7.2401
H -1.9731 -3.1532 -3.3465
H -0.5998 3.8620 0.1326
C -0.5046 -2.5413 -1.8690
N 0.9614 -1.0275 4.0288
H -2.5469 -0.2138 -2.7439
H -1.5678 0.5532 5.3574
H -3.8625 -0.9795 0.7583
N -1.3989 -0.9930 3.9104
H -2.6701 -0.8126 5.5759
C 0.7404 1.8423 -5.4598
C -0.8910 -3.1036 -3.0245
C 2.3915 -1.5090 -2.0232
H -1.3594 0.8998 2.8769
P 2.1605 -0.3733 -0.6409
H 2.5215 -2.2370 4.7162
C -1.1526 1.8586 2.3874
H 1.5601 2.2923 -7.3787
C 1.1345 -0.0543 5.1040
H 0.1111 0.5250 -2.4899
H -2.4015 2.7597 -0.1647
H 4.2598 0.6507 -1.3059
H 3.4156 -0.3470 1.4071
C 3.2347 -1.0877 0.6312
H 1.8360 -2.7236 3.1546
H -2.0673 2.1624 1.8676
H -0.9626 2.5942 3.1831
```

Output
maximum force: 4.6 eV/A
2S+1: 5
charge: +4
HOMO (spin up / spin down): -19.70 / -19.93 eV
⟨S²⟩: 6.04


Density functional theory data (ωB97M-V/def2-TZVPD) for a molecular structure, C22H49N2P3SSeTc at a distorted geometry.

XYZ file:
```
79
Properties=species:S:1:pos:R:3
C -3.1981 0.5904 -4.2528
H 0.8681 -0.0685 -3.5092
H 2.6005 -3.3608 -2.5339
C -4.0032 1.3051 2.9485
H 2.1745 1.6806 2.5892
C 2.8671 2.9666 -3.6903
P 1.7908 -0.5865 1.6836
P 1.6439 -1.2931 -1.5561
C 1.0068 2.1570 -5.0593
H -0.7206 -4.5917 1.0752
C -1.8721 0.7505 4.7939
H -2.3839 -0.1804 4.5003
C -1.7433 -2.6591 -0.6658
H -2.5861 -2.9013 1.9673
H -3.3962 1.4959 -6.1379
H -2.8298 1.9446 0.1042
C 0.8876 -1.1222 -3.2143
H 2.7824 2.2648 -0.3737
H 2.7041 -2.8747 1.6956
C -1.6056 1.3290 2.3702
C 2.7992 0.8411 2.2654
C 1.9932 3.0416 -2.5832
N -1.1941 1.3909 3.6510
C 1.0487 -1.0655 3.3167
H -2.5435 -3.2847 -0.2642
H -2.8753 0.1690 0.0914
H 3.4804 1.1862 1.4715
H 3.7526 -1.7053 2.5457
C -1.8624 -2.1082 2.1385
C 0.1502 2.3318 -3.9750
H 0.9176 -4.1133 0.5181
H 3.4019 0.5003 3.1225
S -0.4797 1.6394 1.0751
C -3.2494 1.0703 0.6028
H -4.8859 1.5169 2.3465
H -3.1826 0.7128 -3.1612
H -2.1705 -1.7404 -1.1126
H -3.3941 2.6898 -4.7145
H 2.6390 -3.4270 -0.7640
H 0.4389 -3.8511 2.2139
H 3.7559 -1.7602 0.7617
H 3.8944 3.3104 -3.5733
N -2.8925 1.0705 2.0287
H -3.7924 2.1697 3.5839
H 0.8576 -2.1331 3.3631
H 0.1243 -0.4959 3.4959
P -0.6961 -2.2728 0.7683
H 3.8612 -0.4980 -0.8756
H -0.0380 2.9300 -1.8898
H -0.9187 2.1196 -4.1245
H -1.3339 -2.2675 3.0918
H 3.0464 2.3942 -5.7309
H 0.7455 2.1629 3.3900
H -4.2066 0.4305 3.5682
H -0.1476 -1.4880 -3.1875
Tc 0.1838 -0.4536 0.0058
H 1.1187 -3.7107 -1.6362
H -3.2841 -0.4170 -4.7278
H 3.8999 -1.1449 -2.5382
C 2.0325 -3.1065 -1.6252
H -2.3423 -1.1241 2.1451
C 0.0820 -3.8451 1.1794
Se 2.8115 3.6097 -0.9454
H 3.1944 0.4613 -2.2145
C -3.2809 1.6503 -5.0483
H 1.4494 -1.6887 -3.9745
H -1.1741 -3.1835 -1.4405
H -0.4803 3.3565 3.9036
H 0.1197 2.1383 5.0857
C 2.3571 2.4858 -4.8937
H 1.7674 -0.7997 4.1067
H 0.6357 1.7621 -6.0191
H -4.3474 1.0937 0.5258
H -1.1072 0.4761 5.5236
C 0.6146 2.7733 -2.7430
C -0.1282 2.3265 4.0383
C 3.1282 -1.8619 1.6500
H -2.5902 1.4443 5.2718
C 3.3091 -0.5553 -1.8188
```

Output
maximum force: 4.1 eV/A
2S+1: 4
charge: +4
HOMO (spin up / spin down): -18.78 / -18.77 eV
⟨S²⟩: 3.78


Density functional theory data (ωB97M-V/def2-TZVPD) for 6 unconnected molecules or ions with the total composition C22H50ClF6N6O6P at a distorted geometry.

XYZ file:
```
92
Properties=species:S:1:pos:R:3
C 13.5249 20.4601 -17.7390
H 21.4578 24.9833 -12.6061
H 18.2966 23.9465 -16.2549
F 16.7575 20.8648 -23.4589
H 13.6590 11.9159 -17.9871
H 18.6486 13.7612 -16.3514
H 13.5510 19.2182 -20.0604
C 16.1703 13.7039 -18.9561
O 17.1417 16.7203 -18.4707
C 11.0325 21.9271 -18.1030
P 15.3631 20.1387 -23.1020
O 22.7418 13.0548 -16.6332
C 21.6820 13.1587 -15.6918
C 14.5828 12.3452 -18.3436
H 19.2707 23.5989 -11.0140
C 13.8738 14.7261 -18.6533
H 11.5466 17.8279 -18.6003
H 13.3020 20.4656 -16.6725
F 16.1488 19.2216 -22.0037
H 13.5309 21.4735 -18.1264
H 18.7010 15.0032 -17.5915
H 20.2340 16.8722 -14.8945
H 16.7143 9.8445 -20.1130
H 11.7739 19.3761 -20.3898
H 21.9219 12.6660 -14.7473
H 13.2672 17.8567 -18.1581
H 20.8034 12.6154 -16.0598
H 14.9431 9.2883 -20.0312
Cl 16.7812 18.0736 -18.1647
C 19.8196 22.4274 -13.8883
H 19.2029 25.2588 -11.6364
H 18.7361 15.9926 -14.9659
H 17.6291 12.0495 -19.1443
C 15.8755 10.1647 -18.2182
O 16.0402 18.5821 -19.2852
H 13.5226 14.9810 -17.6537
H 20.3154 24.7928 -10.3318
N 20.1166 23.6959 -13.5729
H 20.0002 21.5152 -13.3476
H 18.0743 20.5930 -14.8851
H 16.5438 14.6393 -19.3480
H 11.6814 22.3635 -17.3278
C 15.9075 9.3680 -19.5480
N 20.2908 15.2603 -16.3251
H 10.8322 20.0771 -17.0676
F 14.9990 21.1885 -21.9246
N 14.8407 13.6419 -18.6026
H 20.8311 14.5370 -14.4071
H 19.2217 16.9932 -16.3557
C 20.8449 24.1105 -12.3823
H 22.1500 15.2767 -15.3585
H 10.3243 19.9058 -18.7408
H 21.8758 16.4976 -17.0217
H 14.3700 15.6013 -19.0652
H 16.7381 9.9858 -17.5868
C 18.4875 21.2752 -15.6240
H 11.1483 23.3596 -19.3919
H 19.9269 13.7500 -17.6695
F 15.6573 18.9944 -24.2131
O 16.0480 18.1489 -16.9225
C 19.3170 14.3340 -16.9859
H 19.2442 20.7994 -16.2420
F 14.6187 21.0520 -24.2095
H 19.6757 25.6042 -14.4111
H 12.8159 20.8436 -20.2367
N 15.6865 11.5964 -18.4610
O 11.4729 22.4549 -19.3400
C 19.8687 24.4769 -11.2715
C 12.6528 19.8170 -19.9273
H 14.9684 9.8214 -17.7197
H 12.0652 18.3002 -16.9667
C 18.9385 23.7512 -15.4127
N 19.0393 22.4586 -14.9745
C 21.0816 15.9001 -17.4581
C 19.6173 24.5348 -14.5132
C 19.5779 16.3256 -15.5692
C 12.3078 18.3539 -18.0279
O 17.9769 18.8826 -18.0376
C 11.0339 20.4077 -18.0864
H 21.5555 15.0834 -17.9992
H 17.6563 21.5884 -16.2512
H 23.2642 12.3079 -16.3182
H 13.0192 14.3862 -19.2331
H 21.5182 23.2905 -12.1356
C 16.6714 12.4589 -18.8658
H 20.3618 16.4518 -18.0566
C 21.3002 14.6015 -15.3891
H 10.0391 22.3156 -17.8496
H 16.3619 8.3940 -19.3654
N 12.3650 19.7780 -18.4340
F 13.9192 19.4161 -22.7799
H 14.4170 19.8734 -17.9289
```

Output
maximum force: 2.8 eV/A
charge: +2
HOMO: -12.85 eV